Record 1
Here is the molecule C4H7NO from OMol25. Energies are from the ωB97M-V functional and the def2-TZVPD basis.

As for the HOMO-LUMO gap (alpha / beta): 6.9 / 7.5 eV. As for the HOMO energy (alpha / beta): -0.309 / -0.316 hartree. Its net charge is 0. The energy above the lowest of the compared OMol25 structures with the same formula, charge and spin is 492.14 kJ/mol. The value obtained for the total energy is -7794.5437 eV.

Geometry (Å):
C 0.138 1.422 0.778
C 0.090 0.024 0.235
C -1.012 -0.474 -0.720
N -0.613 0.085 -1.863
C 0.885 -1.061 0.544
O 0.666 -2.172 -0.049
H 1.145 1.675 1.128
H -0.145 2.161 0.025
H -0.551 1.541 1.626
H -0.539 -1.656 -0.585
H -2.064 -0.334 -0.460
H 0.365 -0.191 -1.999
H 1.634 -1.021 1.340



Record 2
Here is the molecule CHF2O2P in a non-equilibrium geometry from OMol25. Energies are from the ωB97M-V functional and the def2-TZVPD basis.

As for the HOMO-LUMO gap: 10.4 eV. As for the HOMO energy: -0.395 hartree. The structure (SMILES) is O=POC(F)F. Its net charge is 0. The energy above the lowest of the compared OMol25 structures with the same formula, charge and spin is 140.36 kJ/mol. The value obtained for the total energy is -19871.3788 eV.

Geometry (Å):
O 2.717 1.083 -0.799
P 1.414 0.591 -1.289
O 0.707 0.128 0.207
C -0.936 -0.323 0.501
F -0.989 -1.420 -0.203
F -1.889 0.476 0.055
H -1.025 -0.535 1.529



Record 3
Here is the molecule C5H6O2 from OMol25. Energies are from the ωB97M-V functional and the def2-TZVPD basis.

As for the HOMO-LUMO gap: 10.5 eV. As for the HOMO energy: -0.376 hartree. Its net charge is 0. The energy above the lowest of the compared OMol25 structures with the same formula, charge and spin is 401.48 kJ/mol. The value obtained for the total energy is -9372.9346 eV.

Geometry (Å):
C 1.020 0.024 1.560
C 0.019 0.483 0.509
O 0.362 1.771 0.071
C 0.147 -0.564 -0.498
O -1.223 0.204 -2.248
C 0.160 -1.517 -1.297
C -1.108 -0.950 -1.869
H 1.052 0.741 2.377
H 2.005 -0.042 1.089
H 0.735 -0.966 1.927
H -1.010 0.461 0.904
H -0.185 1.987 -0.699
H -1.975 -1.631 -1.826



Record 4
Here is a structure of composition C16H22BN7Pt in a non-equilibrium geometry from OMol25. Energies are from the ωB97M-V functional and the def2-TZVPD basis.

As for the HOMO-LUMO gap (alpha / beta): 8.6 / 2.6 eV. As for the HOMO energy (alpha / beta): -0.823 / -0.767 hartree. Its net charge is +4. The expectation value of S² is 6.04. The energy above the lowest of the compared OMol25 structures with the same formula, charge and spin is 117.47 kJ/mol. The value obtained for the total energy is -31250.9075 eV. The multiplicity is 5.

Geometry (Å):
C 1.669 -1.127 1.736
N 0.587 -1.041 0.911
N 0.678 -2.001 -0.056
C 1.820 -2.703 0.158
C 2.475 -2.188 1.278
B -0.323 -2.162 -1.242
N -1.761 -2.257 -0.676
N -2.224 -1.380 0.250
C -3.510 -1.710 0.531
C -3.874 -2.837 -0.243
C -2.735 -3.150 -0.989
Pt -0.847 0.097 0.943
N -0.204 -1.001 -2.253
N -0.385 0.307 -1.890
C -0.126 1.034 -2.993
C 0.230 0.191 -4.092
C 0.162 -1.103 -3.561
H -0.204 2.107 -2.969
H 0.340 -2.068 -4.010
H 0.481 0.475 -5.096
H -0.042 -3.195 -1.793
H -2.541 -3.931 -1.709
H 2.071 -3.514 -0.510
H -4.824 -3.352 -0.250
H 3.408 -2.528 1.708
H -4.077 -1.155 1.256
H 1.779 -0.453 2.560
H -1.695 1.205 -0.334
C -2.292 1.488 0.659
H -3.236 1.085 0.595
H -1.878 0.991 1.898
H -2.075 2.446 0.928
C -0.377 3.192 2.750
C 0.693 2.668 1.912
C 1.966 3.296 1.918
C 2.810 2.534 1.107
C 2.046 1.434 0.609
C 2.652 0.593 -0.398
N 0.759 1.520 1.154
H -0.794 2.398 3.392
H -1.152 3.725 2.173
H 0.014 3.977 3.423
H 2.236 4.178 2.434
H 3.816 2.756 0.873
H 3.016 1.221 -1.229
H 3.523 0.042 0.009
H 1.946 -0.103 -0.871